# C3H4NO

The ion C3H4NO with charge +1 (ωB97M-V/def2-TZVPD, the OMol25 dataset).

```
! RIJCOSX wB97M-V def2-TZVPD def2/J DEFGRID3
* xyz 1 1
C 0.7150 -0.0407 -0.1425
C -0.4834 0.7529 -0.0377
C -0.5863 -0.7574 0.0592
N 1.9428 -0.0595 -0.6350
O 2.0706 0.0636 0.5752
H -0.8643 1.2170 0.9019
H -0.6908 1.2766 -1.0425
H -1.0377 -1.0865 1.0812
H -1.0659 -1.3660 -0.7599
*
```

Results
Energy relative to the best compared isomer or geometry (same formula, charge and spin) in eV: 5.756
HOMO-LUMO gap in eV: 9.6


# C17H40ClNO7PtSi2

A structure of composition C17H40ClNO7PtSi2 (ωB97M-V/def2-TZVPD, the OMol25 dataset).

```
! RIJCOSX wB97M-V def2-TZVPD def2/J DEFGRID3
* xyz -2 1
Pt 0.2470 0.0097 -0.1000
Cl 1.0605 -2.2585 2.3558
C -0.0009 -0.8903 1.8848
H 0.1878 -0.1080 2.6120
H -1.0127 -1.2779 1.9914
C -2.0436 -0.0396 -2.8929
Si -0.8253 -1.5013 -2.8643
C 0.4719 -1.2764 -4.2488
C -1.8621 -3.0358 -3.4095
C -0.0471 -1.7873 -1.1918
H -1.7609 0.6576 -3.6820
H -1.9698 0.5062 -1.9511
H -3.0845 -0.3353 -3.0462
H 0.4975 -0.2317 -4.5612
H 0.2676 -1.8833 -5.1342
H 1.4701 -1.5326 -3.8894
H -2.2823 -2.8993 -4.4090
H -2.6919 -3.2234 -2.7242
H -1.2471 -3.9389 -3.4328
H 0.9075 -2.3172 -1.2831
H -0.7011 -2.4170 -0.5780
C 1.9200 2.3716 5.4484
C 0.4550 2.5764 5.0451
C 0.0647 4.0384 5.3086
C -0.4331 1.6458 5.8805
O 0.2286 2.2479 3.7022
Si 0.9352 2.6704 2.2526
O 0.1533 1.9431 1.1208
O 2.5466 2.3746 2.5350
C 3.6487 2.2299 1.6574
C 4.6513 1.3222 2.3816
C 4.2889 3.6056 1.4194
C 3.2705 1.6090 0.3188
O 0.8802 4.3479 2.1731
C 0.1010 5.0931 1.2562
C 0.2681 6.5683 1.6430
C 0.5969 4.8679 -0.1766
C -1.3746 4.6885 1.3386
H 2.0490 2.5577 6.5176
H 2.5473 3.0477 4.8713
H 2.2224 1.3519 5.2107
H 0.3230 4.3316 6.3290
H -1.0089 4.1730 5.1639
H 0.5971 4.6642 4.5940
H -0.3708 1.8960 6.9424
H -0.1159 0.6131 5.7320
H -1.4672 1.7359 5.5464
H 4.8212 1.7004 3.3921
H 5.6010 1.2965 1.8439
H 4.2506 0.3104 2.4499
H 4.7187 3.9916 2.3470
H 3.5242 4.3031 1.0805
H 5.0703 3.5379 0.6609
H 2.6327 0.7361 0.4827
H 4.1561 1.3079 -0.2421
H 2.7005 2.3157 -0.2822
H 1.3296 6.8170 1.6879
H -0.1672 6.7545 2.6273
H -0.2160 7.2197 0.9128
H 1.6608 5.1029 -0.2475
H 0.0444 5.4938 -0.8800
H 0.4491 3.8189 -0.4369
H -1.7468 4.8309 2.3558
H -1.4444 3.6299 1.0897
H -1.9770 5.2724 0.6401
O 2.3306 1.8136 -3.1626
N 1.0991 1.8255 -3.0153
O 0.3489 2.0692 -3.9805
O 0.5939 1.6127 -1.8782
*
```

Results
Energy relative to the best compared isomer or geometry (same formula, charge and spin) in eV: 0.000
HOMO-LUMO gap in eV: 6.4


# C5H8N2

A cluster of 2 separate species, C5H8N2 in total (ωB97M-V/def2-TZVPD, the OMol25 dataset).

```
! RIJCOSX wB97M-V def2-TZVPD def2/J DEFGRID3
* xyz 0 1
C 0.8973 -1.7711 0.7141
C 1.2085 -0.3199 0.4540
C 0.7791 0.4312 -0.7561
C -0.2089 -0.1235 -1.6571
N -1.0992 -0.4541 -2.3213
N 0.2687 0.7913 0.5836
C -1.9589 1.4324 0.2059
H 0.0228 -2.0978 0.1479
H 1.7502 -2.4060 0.4425
H 0.7055 -1.9101 1.7826
H 2.2179 -0.0407 0.7939
H 1.4804 1.1095 -1.2501
H -1.0852 2.0251 0.1508
H -2.7497 1.8707 0.8244
H -2.3143 0.7797 -0.5847
*
```

Results
Energy relative to the best compared isomer or geometry (same formula, charge and spin) in eV: 5.746
HOMO-LUMO gap (alpha / beta) in eV: 10.2 / 7.6


# CH3N2O2S

A cluster of 2 separate species, CH3N2O2S in total (ωB97M-V/def2-TZVPD, the OMol25 dataset).

```
! RIJCOSX wB97M-V def2-TZVPD def2/J DEFGRID3
* xyz -1 1
C -1.0388 -0.6451 0.2226
N -2.0177 0.3223 0.6323
N -1.1787 0.5690 -0.5451
O 3.2379 1.1909 0.2133
O 3.3115 -1.2604 0.0113
S 2.5392 -0.0288 -0.2436
H -1.4182 -1.5299 -0.3082
H -2.9738 0.1292 0.3055
H -0.4614 1.2526 -0.2881
*
```

Results
Energy relative to the best compared isomer or geometry (same formula, charge and spin) in eV: 4.689
HOMO-LUMO gap (alpha / beta) in eV: 9.0 / 4.5


# C4H5N3

A structure of composition C4H5N3 (ωB97M-V/def2-TZVPD, the OMol25 dataset).

```
! RIJCOSX wB97M-V def2-TZVPD def2/J DEFGRID3
* xyz 0 1
N 2.2028 -0.1692 -0.0216
C 0.8467 -0.0792 -0.0426
N 0.1824 -1.2444 0.2644
C -1.1192 -1.1789 0.2701
C -1.9452 -0.0024 -0.0085
C -1.0708 1.1152 -0.3914
N 0.3158 1.0923 -0.3608
H 2.7113 0.5753 -0.4782
H 2.6028 -1.0955 -0.0451
H -1.6448 -2.1304 0.4216
H -1.5591 1.0032 0.9434
H -1.5228 2.1142 -0.5512
*
```

Results
Energy relative to the best compared isomer or geometry (same formula, charge and spin) in eV: 4.156
HOMO-LUMO gap in eV: 8.3


# C2H10OSi3

A cluster of 2 separate species, C2H10OSi3 in total (ωB97M-V/def2-TZVPD, the OMol25 dataset).

```
! RIJCOSX wB97M-V def2-TZVPD def2/J DEFGRID3
* xyz 0 3
C 1.6562 2.6211 1.5552
C 1.6534 1.6616 0.5675
O -1.0919 -3.4441 1.1582
Si 0.3646 0.2543 -2.2005
Si 0.0703 0.5829 0.2325
Si -1.8514 -2.1931 0.2853
H 2.3667 3.3807 1.9201
H 0.8174 2.6001 2.3180
H -2.3615 -2.8150 -0.9550
H -1.4067 -4.3252 1.4208
H 0.2427 1.5445 -2.7674
H 1.6851 -0.4268 -2.5005
H -0.5355 -0.5565 -2.9854
H 2.3536 1.6044 -0.2079
H -0.9542 1.3090 1.0220
H -3.0087 -1.7980 1.1373
*
```

Results
Energy relative to the best compared isomer or geometry (same formula, charge and spin) in eV: 0.000
HOMO-LUMO gap (alpha / beta) in eV: 7.3 / 8.0


# C2H8NSi

A cluster of 2 separate species, C2H8NSi in total (ωB97M-V/def2-TZVPD, the OMol25 dataset).

```
! RIJCOSX wB97M-V def2-TZVPD def2/J DEFGRID3
* xyz 1 1
C -0.4976 0.7097 0.9607
C 0.1091 -0.3680 0.1381
N -0.5453 -0.8759 -1.1274
Si 1.2177 1.1912 0.2145
H -1.4317 1.2112 0.4608
H -0.5840 0.5768 2.1368
H 0.0781 -2.0802 1.2033
H 0.1291 -0.5676 -1.7267
H -1.5932 -0.6414 -1.3918
H -0.4055 -1.9106 -1.0086
H 1.2151 1.8468 -1.0898
H 2.3081 0.9080 1.2300
*
```

Results
Energy relative to the best compared isomer or geometry (same formula, charge and spin) in eV: 5.222
HOMO-LUMO gap (alpha / beta) in eV: 8.5 / 8.4


# IZn

A structure of composition IZn (ωB97M-V/def2-TZVPD, the OMol25 dataset).

```
! RIJCOSX wB97M-V def2-TZVPD def2/J DEFGRID3
* xyz 1 1
Zn -0.2873 0.8937 0.3892
I 0.2873 -0.8937 -0.3892
*
```

Results
Energy relative to the best compared isomer or geometry (same formula, charge and spin) in eV: 1.184
HOMO-LUMO gap in eV: 8.0